{"formula": "C39H50AsN4PS2Zn", "method": "ωB97M-V with the def2-TZVPD basis set", "symbols": ["As", "Zn", "S", "S", "P", "N", "N", "N", "N", "C", "C", "C", "C", "C", "C", "C", "C", "C", "C", "C", "C", "C", "C", "C", "C", "C", "C", "C", "C", "C", "C", "C", "C", "C", "C", "C", "C", "C", "C", "C", "C", "C", "C", "C", "C", "C", "C", "C", "H", "H", "H", "H", "H", "H", "H", "H", "H", "H", "H", "H", "H", "H", "H", "H", "H", "H", "H", "H", "H", "H", "H", "H", "H", "H", "H", "H", "H", "H", "H", "H", "H", "H", "H", "H", "H", "H", "H", "H", "H", "H", "H", "H", "H", "H", "H", "H", "H", "H"], "positions_angstrom": [[2.265, 3.009, -1.559], [-1.517, -1.760, 1.481], [-2.622, -2.451, 3.658], [1.932, -1.432, 1.393], [-0.558, 1.687, 0.662], [1.066, -6.182, -0.191], [-0.508, -4.268, 0.482], [-3.167, -0.151, 1.558], [-3.128, -2.730, 0.547], [4.849, 3.672, -0.449], [4.349, 4.880, -2.458], [1.359, 0.359, 3.938], [-0.060, -0.172, -1.425], [-4.041, -3.476, 1.430], [1.304, -5.810, 1.200], [0.405, -4.611, 1.590], [-0.285, -0.692, -2.693], [-4.241, -0.534, 0.636], [-3.942, -1.192, 3.701], [3.964, 3.968, -1.483], [-3.788, -1.681, -0.262], [6.089, 4.289, -0.380], [0.187, 3.365, 0.536], [2.622, 0.803, 3.616], [3.023, 0.918, 2.297], [-1.673, 1.190, -3.224], [0.645, 3.909, -3.765], [-1.275, -5.485, 0.151], [-0.319, -6.612, -0.332], [-3.441, -3.819, 2.792], [0.612, 0.599, 1.506], [0.248, 6.501, -2.870], [5.593, 5.494, -2.393], [-0.121, 4.792, -4.516], [6.463, 5.203, -1.354], [-1.453, 1.706, -1.957], [1.216, 4.312, -2.563], [-3.605, 0.086, 2.937], [-1.090, -0.015, -3.596], [0.252, -0.879, 1.795], [0.316, 0.181, 2.922], [-0.637, 1.038, -1.044], [2.122, 0.410, 1.241], [0.272, -3.905, -0.720], [-0.325, 6.086, -4.066], [1.018, 5.621, -2.127], [1.676, 3.528, 0.260], [1.290, -5.023, -1.051], [-0.500, -6.851, -1.381], [6.764, 4.054, 0.432], [-1.922, 2.645, -1.682], [1.096, -6.681, 1.823], [-0.055, 3.847, 1.490], [1.965, 4.569, 0.418], [-0.921, 6.776, -4.648], [-3.051, -1.317, -0.984], [-4.115, -0.937, 4.746], [5.880, 6.203, -3.158], [4.575, 2.953, 0.315], [-2.799, 0.615, 3.448], [2.424, 0.684, 0.232], [0.103, 7.516, -2.523], [-1.999, -5.251, -0.638], [-4.638, -2.076, -0.825], [1.077, 0.238, 4.976], [-4.951, -2.891, 1.564], [-0.200, -4.833, 2.475], [-2.688, 0.705, 1.247], [-4.349, -4.407, 0.947], [-4.559, 0.312, 0.023], [-1.827, -5.794, 1.043], [3.315, 1.048, 4.410], [-0.408, 3.894, -0.217], [1.479, 5.965, -1.209], [2.265, 2.941, 0.967], [4.023, 1.236, 2.041], [-5.113, -0.836, 1.218], [0.804, 2.898, -4.119], [-2.655, -4.569, 2.692], [2.358, -5.561, 1.323], [-4.212, -4.247, 3.433], [-1.257, -0.417, -4.586], [-2.647, -3.382, -0.063], [-0.439, -3.750, -1.537], [1.006, -3.734, 1.826], [2.311, -4.673, -0.895], [-2.298, 1.730, -3.922], [-0.553, 4.469, -5.455], [0.774, -2.959, -0.533], [7.429, 5.686, -1.303], [0.187, -1.623, -2.980], [0.587, -0.709, -0.745], [-4.859, -1.654, 3.340], [-0.470, -7.525, 0.245], [-4.481, 0.744, 2.966], [3.678, 5.122, -3.274], [1.204, -5.342, -2.090], [-0.674, 0.443, 3.277]], "molar_mass_g_mol": 810.3, "charge": 1, "orbital_gap_ev": [7.008, 7.590], "relative_energy_ev": 0.000, "multiplicity": 2, "energy_ha": -6887.676943}